[1]
This record from OMol25 describes a cluster of 2 separate species, C14H22F6IN5O6S2 in total. The level of theory is the ωB97M-V functional and the def2-TZVPD basis.

Structure (ORCA input):
```
! wB97M-V def2-TZVPD RIJCOSX def2/J DEFGRID3
* xyz 0 1
C 3.0722 -0.6069 0.9981
C 2.7436 0.8747 0.2974
C 1.6204 0.6081 -0.9132
C 2.4471 -0.1358 -2.1629
N 0.8960 1.8666 -1.3419
C 1.6197 2.9644 -2.1499
C 1.9046 4.3299 -1.2919
C 3.4275 4.4947 -0.7139
F 3.6325 5.9775 -0.5054
F 3.6217 3.8978 0.6606
F 4.5054 4.0686 -1.6358
C -0.4500 2.1105 -1.0386
N -1.3029 1.1528 -0.2093
C -2.5712 0.7487 -0.9260
C -3.8712 1.2413 -0.0160
C -2.6028 -0.9229 -0.8781
O -2.0691 -1.6040 -1.9000
N -3.1970 -1.6181 0.3598
C -2.0753 -2.1231 1.2773
O -1.0610 -1.3302 1.7179
F -2.0329 -3.5339 1.8168
C -2.6464 1.3504 -2.4493
C -2.3107 2.9580 -2.4951
N -1.1903 3.3761 -1.5214
I -1.9605 4.4572 0.0570
H 2.3067 -1.4389 0.6896
H 4.1449 -1.0147 0.6763
H 3.0037 -0.5238 2.1840
H 2.1987 1.5188 1.1084
H 3.7455 1.3311 -0.1036
H 0.9158 -0.2387 -0.4828
H 1.8166 0.1361 -3.1348
H 3.5027 0.3508 -2.3026
H 2.4638 -1.2958 -1.9964
H 2.6394 2.6084 -2.5989
H 0.9284 3.2271 -3.0873
H 1.6976 5.2732 -1.9823
H 1.1160 4.4260 -0.4014
H -1.4703 1.5099 0.7562
H -3.6051 1.2625 1.1317
H -4.8039 0.5040 -0.1230
H -4.2362 2.3246 -0.3077
H -3.6436 -2.5016 0.0088
H -1.9003 0.7482 -3.1351
H -3.7363 1.0853 -2.8576
H -2.1019 3.3183 -3.6031
H -3.2962 3.5403 -2.1622
N -0.2103 -6.7877 3.1330
S 1.0292 -6.6394 4.0862
O 1.3306 -7.7548 4.9769
O 1.3325 -5.3096 4.6018
F 2.2088 -6.8044 3.0136
S -1.5618 -6.7448 3.9343
O -2.7184 -7.2019 3.1643
O -1.8279 -5.5865 4.7787
F -1.4180 -7.9242 4.9990
*
```

LUMO energy   -3.619 eV
Frontier orbital gap   4.42 eV
Largest force on an atom   9.87 eV Å⁻¹
Energy above the lowest of the compared OMol25 structures with the same formula, charge and spin   270.2 kcal per mole
Highest occupied orbital energy   -8.044 eV

natural (NBO) charges in e: atom 1 (C): -0.643, atom 2 (C): -0.421, atom 3 (C): -0.085, atom 4 (C): -0.638, atom 5 (N): -0.333, atom 6 (C): -0.253, atom 7 (C): -0.513, atom 8 (C): 0.994, atom 9 (F): -0.349, atom 10 (F): -0.340, atom 11 (F): -0.333, atom 12 (C): 0.780, atom 13 (N): -0.699, atom 14 (C): 0.062, atom 15 (C): -0.663, atom 16 (C): 0.706, atom 17 (O): -0.506, atom 18 (N): -0.715, atom 19 (C): 0.957, atom 20 (O): -0.567, atom 21 (F): -0.296, atom 22 (C): -0.469, atom 23 (C): -0.250, atom 24 (N): -0.696, atom 25 (I): 0.408, atom 26 (H): 0.227, atom 27 (H): 0.231, atom 28 (H): 0.253, atom 29 (H): 0.224, atom 30 (H): 0.231, atom 31 (H): 0.291, atom 32 (H): 0.215, atom 33 (H): 0.225, atom 34 (H): 0.272, atom 35 (H): 0.278, atom 36 (H): 0.262, atom 37 (H): 0.287, atom 38 (H): 0.268, atom 39 (H): 0.438, atom 40 (H): 0.241, atom 41 (H): 0.254, atom 42 (H): 0.226, atom 43 (H): 0.433, atom 44 (H): 0.257, atom 45 (H): 0.273, atom 46 (H): 0.243, atom 47 (H): 0.230, atom 48 (N): -1.185, atom 49 (S): 2.461, atom 50 (O): -0.919, atom 51 (O): -0.929, atom 52 (F): -0.515, atom 53 (S): 2.467, atom 54 (O): -0.942, atom 55 (O): -0.933, atom 56 (F): -0.502

[2]
This record from OMol25 describes a cluster of 2 separate species, C8H18NO7PS in total. The level of theory is the ωB97M-V functional and the def2-TZVPD basis.

Structure (ORCA input):
```
! wB97M-V def2-TZVPD RIJCOSX def2/J DEFGRID3
* xyz 0 1
C -1.0627 4.1828 2.2064
C -1.8637 4.2233 1.0944
C -1.4489 4.7195 -0.2496
O -0.3339 5.6284 -0.1231
S 0.8051 5.5567 -1.2710
O 0.1147 5.5196 -2.5357
O 1.3728 4.0315 -1.1435
C 1.6064 3.4725 0.1456
C 0.7681 2.2371 0.3557
N 0.3008 1.6052 -0.6328
H -0.7515 3.2302 2.6261
H -0.7280 5.0997 2.6832
H -2.8895 3.8601 1.1814
H -2.2667 5.2798 -0.7147
H -1.2246 3.8702 -0.8997
H 2.6491 3.1401 0.1595
H 1.4814 4.1929 0.9544
H 0.5885 1.8897 1.3757
H -0.2211 0.7936 -0.3044
C 1.3913 -5.5421 1.5198
O 0.3124 -5.0440 0.7016
P 0.4282 -3.5447 0.1319
O 0.4303 -2.6163 1.2722
O -1.0020 -3.6795 -0.6256
C -2.0049 -4.6527 -0.3616
O 0.9967 -2.6673 -1.0816
C 1.0864 -3.1821 -2.4208
H 1.1589 -6.5771 1.7544
H 2.3420 -5.5037 0.9898
H 1.4544 -4.9609 2.4383
H -2.4006 -4.5352 0.6477
H -1.6259 -5.6633 -0.4974
H -2.8040 -4.4778 -1.0793
H 0.0913 -3.3878 -2.8108
H 1.6921 -4.0872 -2.4625
H 1.5570 -2.4114 -3.0243
*
```

LUMO energy   0.122 eV
Frontier orbital gap   8.29 eV
Largest force on an atom   6.01 eV Å⁻¹
Highest occupied orbital energy   -8.164 eV

natural (NBO) charges in e: atom 1 (C): -0.449, atom 2 (C): -0.160, atom 3 (C): -0.153, atom 4 (O): -0.723, atom 5 (S): 1.778, atom 6 (O): -0.931, atom 7 (O): -0.708, atom 8 (C): -0.157, atom 9 (C): 0.102, atom 10 (N): -0.596, atom 11 (H): 0.201, atom 12 (H): 0.211, atom 13 (H): 0.210, atom 14 (H): 0.202, atom 15 (H): 0.241, atom 16 (H): 0.210, atom 17 (H): 0.209, atom 18 (H): 0.164, atom 19 (H): 0.348, atom 20 (C): -0.262, atom 21 (O): -0.775, atom 22 (P): 2.494, atom 23 (O): -1.082, atom 24 (O): -0.841, atom 25 (C): -0.239, atom 26 (O): -0.750, atom 27 (C): -0.259, atom 28 (H): 0.198, atom 29 (H): 0.180, atom 30 (H): 0.208, atom 31 (H): 0.183, atom 32 (H): 0.181, atom 33 (H): 0.187, atom 34 (H): 0.199, atom 35 (H): 0.176, atom 36 (H): 0.204

[3]
This record from OMol25 describes the molecule C5H12O. The level of theory is the ωB97M-V functional and the def2-TZVPD basis.

Structure (ORCA input):
```
! wB97M-V def2-TZVPD RIJCOSX def2/J DEFGRID3
* xyz 0 1
C 0.6406 1.0427 -2.1667
C -0.1358 0.7509 -0.8861
C -0.6063 -0.7013 -0.7518
C -0.8159 -1.0831 0.7093
O 0.4407 -1.0868 1.3647
C 0.5868 -0.1716 2.4199
H 1.4942 0.3599 -2.2596
H 1.0341 2.0652 -2.1525
H 0.0196 0.9292 -3.0627
H -0.9984 1.4288 -0.8047
H 0.5223 0.9696 -0.0372
H -1.5298 -0.8790 -1.3199
H 0.1563 -1.3783 -1.1610
H -1.5066 -0.3764 1.1951
H -1.2502 -2.0891 0.7922
H 1.6294 -0.2477 2.7431
H -0.0736 -0.4012 3.2715
H 0.3926 0.8682 2.1065
*
```

SMILES   CCCCOC
LUMO energy   1.161 eV
Frontier orbital gap   10.81 eV
Largest force on an atom   0.28 eV Å⁻¹
Energy above the lowest of the compared OMol25 structures with the same formula, charge and spin   18.4 kcal per mole
Highest occupied orbital energy   -9.653 eV

natural (NBO) charges in e: atom 1 (C): -0.601, atom 2 (C): -0.399, atom 3 (C): -0.417, atom 4 (C): -0.058, atom 5 (O): -0.554, atom 6 (C): -0.244, atom 7 (H): 0.203, atom 8 (H): 0.208, atom 9 (H): 0.201, atom 10 (H): 0.194, atom 11 (H): 0.198, atom 12 (H): 0.201, atom 13 (H): 0.205, atom 14 (H): 0.164, atom 15 (H): 0.180, atom 16 (H): 0.194, atom 17 (H): 0.165, atom 18 (H): 0.161

[4]
This record from OMol25 describes the molecule C9H16N2O4. The level of theory is the ωB97M-V functional and the def2-TZVPD basis.

Structure (ORCA input):
```
! wB97M-V def2-TZVPD RIJCOSX def2/J DEFGRID3
* xyz 0 1
C -0.9380 1.4068 -1.0253
C -0.0650 0.8792 0.1281
C -2.2909 0.7196 -0.8434
C -3.4634 1.3935 -1.6397
C 1.4199 -1.0187 0.6892
C 0.4064 -1.7609 1.5357
C 2.5618 -0.2871 1.4292
C 3.2361 0.4906 0.3339
C 2.1743 0.6129 -0.8171
H -1.1312 1.4900 -3.0422
H -0.4038 0.1942 -2.5346
H -1.0631 2.4827 -0.7837
H -2.5563 0.7435 0.2287
H -1.7904 -1.1198 -0.5661
H -4.3943 0.8925 -1.3750
H -3.5831 2.4715 -1.3952
H -3.2515 1.3972 -2.7149
H 1.9025 -1.8307 0.0872
H 3.2752 -0.9993 1.8580
H 2.1570 0.4007 2.1723
H 3.5471 1.4906 0.6939
H 4.1029 -0.0515 -0.0850
H 1.9490 1.6697 -1.0909
H 2.4727 0.0997 -1.7635
H -1.3334 -2.2839 1.6251
N -0.4011 1.2000 -2.3816
N 0.9585 -0.0630 -0.3123
O -0.2558 1.0690 1.3183
O -2.2914 -0.6352 -1.2779
O 0.6145 -2.3479 2.5939
O -0.8233 -1.7885 0.9657
*
```

SMILES   C[C@@H](O)[C@H](N)C(=O)N1CCC[C@H]1C(=O)O
LUMO energy   0.654 eV
Frontier orbital gap   10.10 eV
Largest force on an atom   2.45 eV Å⁻¹
Energy above the lowest of the compared OMol25 structures with the same formula, charge and spin   24.4 kcal per mole
Highest occupied orbital energy   -9.444 eV

natural (NBO) charges in e: atom 1 (C): -0.190, atom 2 (C): 0.740, atom 3 (C): 0.091, atom 4 (C): -0.622, atom 5 (C): -0.157, atom 6 (C): 0.810, atom 7 (C): -0.410, atom 8 (C): -0.429, atom 9 (C): -0.218, atom 10 (H): 0.360, atom 11 (H): 0.376, atom 12 (H): 0.223, atom 13 (H): 0.180, atom 14 (H): 0.494, atom 15 (H): 0.228, atom 16 (H): 0.207, atom 17 (H): 0.201, atom 18 (H): 0.230, atom 19 (H): 0.225, atom 20 (H): 0.231, atom 21 (H): 0.221, atom 22 (H): 0.211, atom 23 (H): 0.226, atom 24 (H): 0.204, atom 25 (H): 0.509, atom 26 (N): -0.822, atom 27 (N): -0.508, atom 28 (O): -0.582, atom 29 (O): -0.743, atom 30 (O): -0.582, atom 31 (O): -0.705

[5]
This record from OMol25 describes the molecule C2H4N2OS2. The level of theory is the ωB97M-V functional and the def2-TZVPD basis.

Structure (ORCA input):
```
! wB97M-V def2-TZVPD RIJCOSX def2/J DEFGRID3
* xyz 0 1
C -1.3248 0.9571 0.1258
C 0.7637 0.6372 -0.9777
H -1.2377 0.9222 3.1507
H -1.8324 1.4073 -0.7038
H 0.3426 -1.5339 1.2578
H 0.6472 1.6899 -1.0300
N -1.6672 1.2184 1.3099
N -0.2844 0.1073 -0.2969
O -0.9554 0.5665 2.2499
S -0.4358 -1.5402 0.1381
S 2.1077 -0.0762 -1.5540
*
```

SMILES   O/N=C\N(S)C=S
LUMO energy   0.259 eV
Frontier orbital gap   8.92 eV
Largest force on an atom   2.31 eV Å⁻¹
Energy above the lowest of the compared OMol25 structures with the same formula, charge and spin   68.5 kcal per mole
Highest occupied orbital energy   -8.664 eV

natural (NBO) charges in e: atom 1 (C): 0.165, atom 2 (C): -0.078, atom 3 (H): 0.493, atom 4 (H): 0.196, atom 5 (H): 0.127, atom 6 (H): 0.192, atom 7 (N): -0.101, atom 8 (N): -0.596, atom 9 (O): -0.555, atom 10 (S): 0.217, atom 11 (S): -0.060

[6]
This record from OMol25 describes a structure of composition C4H6O2. The level of theory is the ωB97M-V functional and the def2-TZVPD basis.

Structure (ORCA input):
```
! wB97M-V def2-TZVPD RIJCOSX def2/J DEFGRID3
* xyz 0 1
C 0.9713 -1.0526 -1.0589
C 0.7280 0.1462 -0.2070
C -1.4484 0.3515 0.4883
C -0.6132 1.0975 1.2963
O -0.4050 2.1092 1.8556
O 0.8256 0.0816 1.0493
H 0.7672 -1.9675 -0.4991
H 2.0295 -1.0437 -1.3484
H 0.3731 -1.0160 -1.9724
H 0.7326 1.1211 -0.7109
H -2.4498 0.7564 0.3823
H -1.3620 -0.7265 0.4926
*
```

LUMO energy   0.435 eV
Frontier orbital gap   9.37 eV
Largest force on an atom   0.78 eV Å⁻¹
Energy above the lowest of the compared OMol25 structures with the same formula, charge and spin   66.9 kcal per mole
Highest occupied orbital energy   -8.938 eV

natural (NBO) charges in e: atom 1 (C): -0.713, atom 2 (C): 0.434, atom 3 (C): -0.726, atom 4 (C): 0.736, atom 5 (O): -0.508, atom 6 (O): -0.573, atom 7 (H): 0.236, atom 8 (H): 0.249, atom 9 (H): 0.239, atom 10 (H): 0.162, atom 11 (H): 0.230, atom 12 (H): 0.235

[7]
This record from OMol25 describes the ion C4H11INO with charge +1. The level of theory is the ωB97M-V functional and the def2-TZVPD basis.

Structure (ORCA input):
```
! wB97M-V def2-TZVPD RIJCOSX def2/J DEFGRID3
* xyz 1 1
C 0.8687 0.0211 -1.4396
C 1.7321 0.8437 0.7514
C -1.8058 -1.1633 -0.1200
C -0.5437 -0.0100 0.5613
N 0.8700 -0.1778 0.0765
O -0.9038 1.2833 0.3816
I -3.6707 -0.9913 0.8443
H 0.4495 1.0621 -1.5395
H 1.9852 -0.0908 -1.7105
H 0.3278 -0.8372 -1.7739
H 2.7221 0.5097 0.9087
H 1.7148 1.7541 0.1607
H 1.2511 1.0414 1.7364
H -2.0474 -0.7206 -1.0756
H -1.5350 -2.2797 -0.1455
H -0.6211 -0.4019 1.5261
H 1.0823 -1.1813 0.5016
H -1.8761 1.3386 0.3559
*
```

SMILES   C[NH+](C)[C@@H](O)CI
LUMO energy   -3.420 eV
Frontier orbital gap   9.71 eV
Largest force on an atom   4.21 eV Å⁻¹
Energy above the lowest of the compared OMol25 structures with the same formula, charge and spin   46.1 kcal per mole
Highest occupied orbital energy   -13.131 eV

natural (NBO) charges in e: atom 1 (C): -0.409, atom 2 (C): -0.417, atom 3 (C): -0.644, atom 4 (C): 0.282, atom 5 (N): -0.388, atom 6 (O): -0.711, atom 7 (I): 0.201, atom 8 (H): 0.263, atom 9 (H): 0.242, atom 10 (H): 0.232, atom 11 (H): 0.240, atom 12 (H): 0.242, atom 13 (H): 0.240, atom 14 (H): 0.221, atom 15 (H): 0.255, atom 16 (H): 0.174, atom 17 (H): 0.460, atom 18 (H): 0.518

[8]
This record from OMol25 describes a structure of composition C13H25BO3P2Pt. The level of theory is the ωB97M-V functional and the def2-TZVPD basis.

Structure (ORCA input):
```
! wB97M-V def2-TZVPD RIJCOSX def2/J DEFGRID3
* xyz 0 3
Pt -0.1317 0.1302 0.0204
H 1.5485 -0.4403 -0.1373
H 0.7168 -1.6514 -0.1897
P 1.4274 1.8946 0.0722
P -1.8713 -1.3981 -0.6526
C -2.9256 -1.9337 0.7158
H -3.7462 -2.5355 0.3094
H -2.3791 -2.5561 1.4240
H -3.3346 -1.0621 1.2336
C -2.9626 -0.5594 -1.8071
H -2.4028 -0.2750 -2.7005
H -3.7770 -1.2368 -2.0857
H -3.3685 0.3304 -1.3260
C -1.3912 -2.9320 -1.5108
H -0.8201 -3.5960 -0.8607
H -2.2962 -3.4666 -1.8183
H -0.7946 -2.7054 -2.4004
C 0.7429 3.3160 -0.8365
H 1.4355 4.1688 -0.8199
H 0.5572 3.0349 -1.8783
H -0.2045 3.6173 -0.3819
C 1.7988 2.5703 1.7180
H 2.3311 1.8258 2.3167
H 2.4289 3.4640 1.6343
H 0.8696 2.8457 2.2249
C 3.0740 1.6756 -0.6883
H 2.9672 1.3457 -1.7264
H 3.6326 2.6184 -0.6813
H 3.6480 0.9288 -0.1313
C -0.3240 -0.0732 1.9416
O -0.4364 -0.1888 3.0971
H -1.3646 1.3259 -0.0833
O 1.5487 -2.1826 1.9382
B 0.4312 -2.1352 1.0002
O -0.3864 -3.3287 1.2826
C 0.4740 -4.1714 1.8970
C 0.3003 -5.5487 2.1337
C 1.3845 -6.1536 2.8093
C 2.5202 -5.4545 3.1864
C 2.6867 -4.0832 2.9250
C 1.6115 -3.4855 2.2693
H -0.5954 -6.0543 1.8213
H 1.2994 -7.2239 3.0343
H 3.3383 -5.9533 3.7071
H 3.5381 -3.4872 3.1868
*
```

LUMO energy (spin up / spin down)   0.417 / -0.587 eV
Frontier orbital gap (spin up / spin down)   4.98 / 6.52 eV
Largest force on an atom   4.07 eV Å⁻¹
Energy above the lowest of the compared OMol25 structures with the same formula, charge and spin   19.4 kcal per mole
Highest occupied orbital energy (spin up / spin down)   -4.565 / -7.105 eV

natural (NBO) charges in e: atom 1 (Pt): 0.256, atom 2 (H): -0.104, atom 3 (H): -0.021, atom 4 (P): 1.063, atom 5 (P): 1.070, atom 6 (C): -0.988, atom 7 (H): 0.229, atom 8 (H): 0.285, atom 9 (H): 0.249, atom 10 (C): -0.963, atom 11 (H): 0.255, atom 12 (H): 0.217, atom 13 (H): 0.251, atom 14 (C): -0.970, atom 15 (H): 0.275, atom 16 (H): 0.227, atom 17 (H): 0.249, atom 18 (C): -0.961, atom 19 (H): 0.216, atom 20 (H): 0.251, atom 21 (H): 0.246, atom 22 (C): -0.980, atom 23 (H): 0.253, atom 24 (H): 0.232, atom 25 (H): 0.252, atom 26 (C): -0.963, atom 27 (H): 0.252, atom 28 (H): 0.225, atom 29 (H): 0.250, atom 30 (C): 0.226, atom 31 (O): -0.523, atom 32 (H): -0.116, atom 33 (O): -0.702, atom 34 (B): 0.586, atom 35 (O): -0.724, atom 36 (C): 0.211, atom 37 (C): -0.243, atom 38 (C): -0.235, atom 39 (C): -0.226, atom 40 (C): -0.265, atom 41 (C): 0.291, atom 42 (H): 0.221, atom 43 (H): 0.212, atom 44 (H): 0.212, atom 45 (H): 0.224